(w)
Computed, not measured: a cluster of 2 separate species, C4H12 in total, with wB97M-V/def2-TZVPD.

For the HOMO-LUMO gap, the calculation gives 0.47005 Ha. Its SMILES is CC.CC.

```
16
C4H12, DFT wB97M-V/def2-TZVPD
H 1.4419 0.5604 -3.0260
H 1.1512 -0.2572 1.4967
H -0.8301 0.6860 -0.9076
H 0.2248 -0.6416 -2.7524
C 0.2581 -0.1609 2.1153
H 0.6529 -0.2477 3.1301
H 0.8750 0.3270 -0.6278
H -0.0893 0.8697 2.0499
C 0.1882 0.8917 -1.2450
C -0.8577 -1.1569 1.8359
C 0.4084 0.4399 -2.7011
H -0.3774 0.8501 -3.3242
H -1.3613 -1.4490 2.7544
H -1.5786 -0.7650 1.1210
H -0.4372 -2.0523 1.3612
H 0.4326 1.9492 -1.1637
```

---

(x)
Computed, not measured: a cluster of 2 separate species, C4H12 in total, with wB97M-V/def2-TZVPD.

For the HOMO-LUMO gap, the calculation gives 0.43690 Ha. Its SMILES is CCC.C.

```
16
C4H12, DFT wB97M-V/def2-TZVPD
H 2.8180 0.3872 -0.1882
C -2.8874 -0.4570 3.4163
C 2.6059 0.2147 -1.3006
H 0.9297 1.6551 -1.1774
H 3.3468 0.7355 -2.0333
H -0.7637 0.0725 -2.0888
H -2.7115 0.2909 4.2115
H -3.7664 0.0877 3.0883
C 1.2224 0.7351 -1.7582
C 0.1728 -0.2746 -1.6375
H 2.7251 -0.9111 -1.5101
H -3.0999 -1.4751 3.8308
H 0.4224 -1.1910 -2.2501
H 1.1414 1.2072 -2.7573
H -2.1858 -0.6353 2.6338
H 0.0305 -0.4418 -0.4792
```

---

(y)
Computed, not measured: a cluster of 2 separate species, C4H12 in total, with wB97M-V/def2-TZVPD.

For the HOMO-LUMO gap, the calculation gives 0.47590 Ha. Its SMILES is CC.CC.

```
16
C4H12, DFT wB97M-V/def2-TZVPD
H -0.8065 0.7337 3.0914
H 1.4043 0.9007 -0.7759
H -0.7771 -1.3981 0.8526
H -2.0401 -1.1280 2.0725
H 0.6585 0.2902 2.2344
H 1.3886 -0.9622 -2.3127
H -0.4633 -1.7862 2.5084
H 1.4672 1.6582 -2.4155
C -0.4270 0.3468 2.1499
C 0.8796 1.0527 -1.7204
H -0.2699 -0.7846 -1.7528
H -0.0322 1.6267 -1.5031
H -0.6808 1.0527 1.3579
H 0.1397 -0.2462 -3.3417
C 0.5229 -0.3046 -2.3180
C -0.9640 -1.0518 1.8731
```

---

(z)
Computed, not measured: a cluster of 2 separate species, C4H12 in total, with wB97M-V/def2-TZVPD.

For the HOMO-LUMO gap, the calculation gives 0.45383 Ha. Its SMILES is CC.CC.

```
16
C4H12, DFT wB97M-V/def2-TZVPD
H -1.3242 -3.1824 1.5905
H -0.5302 2.3784 -2.8828
C -0.4498 1.9359 -1.9349
H -0.8270 -1.8871 0.2486
C 0.5236 2.7794 -0.9481
H 0.9302 -2.2120 2.7007
C 0.6514 -2.4892 1.6303
H 1.1827 -1.8134 0.9622
H -1.1683 -1.3904 1.8038
H 0.3242 3.8164 -0.6736
H 0.8421 2.2716 -0.0182
H 0.1917 0.9200 -2.1501
H 1.4142 2.8982 -1.5352
H 0.9076 -3.5826 1.3304
C -0.8008 -2.2493 1.2367
H -1.4893 1.9228 -1.2800
```

---

Most stable structure - (y); separation to the second - 16.4 kJ/mol.

---

(w)
Computed, not measured: an isolated molecule of C6H12O, with wB97M-V/def2-TZVPD.

For the HOMO-LUMO gap, the calculation gives 0.38638 Ha. Its SMILES is CCO[C@H]1C[C@H]1C.

```
19
C6H12O, DFT wB97M-V/def2-TZVPD
H 0.6265 1.4399 0.7229
O -0.0113 -0.5401 0.8181
H 1.1880 0.5061 2.1252
H -1.2181 0.5036 3.0079
H 1.3624 -0.2594 -2.3140
H -0.5723 -2.3451 -1.1172
H -1.4073 -0.0228 -2.4871
H 1.1747 -2.6353 -1.5566
C 0.8841 -0.9042 -0.2004
C -0.7042 0.3378 -1.7316
C 0.3266 0.6843 1.4648
H 1.9272 -0.9310 0.1167
C -0.8289 1.2383 2.2959
C 0.4291 -1.9299 -1.1941
C 0.5524 -0.4905 -1.6211
H -0.4650 2.0984 2.8742
H -1.2022 0.2926 -0.7602
H -1.6599 1.5940 1.6765
H -0.4557 1.3834 -1.9363
```

---

(x)
Computed, not measured: a cluster of 2 separate species, C6H12O in total, with wB97M-V/def2-TZVPD.

For the HOMO-LUMO gap, the calculation gives 0.31908 Ha. Its SMILES is C=CC=C(C)C.O.

```
19
C6H12O, DFT wB97M-V/def2-TZVPD
C 1.1664 0.0859 -0.4434
C -0.9083 -0.0083 1.0037
H 1.8680 -1.5910 -1.5063
H -2.0063 -1.4965 1.9413
H 1.2057 0.8156 -4.5928
H -0.9022 1.6058 2.5408
H -0.1695 0.1299 3.0252
H 1.3548 1.0796 -0.0691
C 2.1305 -0.6958 -0.9693
O 0.3390 0.9572 -4.2133
H -2.8498 0.0437 1.8303
H -0.1377 -1.5545 -0.2995
H 0.6890 1.2034 1.9843
C -0.2967 0.7727 2.1413
C -0.0559 -0.5312 0.0844
H 3.1376 -0.3231 -0.8065
H -2.7435 -0.9642 0.3499
C -2.2468 -0.6792 1.2707
H 0.4257 1.1500 -3.2718
```

---

Most stable structure - (w); separation to the second - 88.8 kJ/mol.

---

(w)
Computed, not measured: a cluster of 4 separate species, H6IO3 in total, with wB97M-V/def2-TZVPD.

For the HOMO-LUMO gap, the calculation gives 0.29500 Ha. As for the charge: -1.

```
10
H6IO3, DFT wB97M-V/def2-TZVPD
H 26.2510 16.8500 -7.5610
H 27.4360 12.7700 -7.4080
I 27.8850 16.2280 -9.2940
O 27.6540 12.9060 -8.3250
H 25.8420 16.7500 -10.6770
O 25.4420 16.7270 -7.0460
O 24.9960 16.7950 -11.1600
H 24.8630 17.5510 -11.7010
H 27.7940 13.8530 -8.4810
H 24.7960 16.7560 -7.7550
```

---

(x)
Computed, not measured: a cluster of 4 separate species, H6IO3 in total, with wB97M-V/def2-TZVPD.

For the HOMO-LUMO gap, the calculation gives 0.28870 Ha. As for the charge: -1.

```
10
H6IO3, DFT wB97M-V/def2-TZVPD
H -13.1480 3.0470 -31.5960
H -10.7370 2.2630 -30.9430
O -10.6450 2.3370 -31.9120
O -13.7260 2.4770 -31.0990
O -14.9220 6.3470 -30.2410
H -11.0390 3.1190 -32.1890
H -15.0150 5.5040 -29.8250
H -14.6780 6.1370 -31.1630
H -14.4440 2.2750 -31.6770
I -12.3810 5.4220 -32.4500
```

---

Most stable structure - (w); separation to the second - 8.6 kJ/mol.

---

(w)
Computed, not measured: an isolated molecule of C7H8, with wB97M-V/def2-TZVPD.

For the HOMO-LUMO gap, the calculation gives 0.29080 Ha. Its SMILES is C=C1C[C@@]12C=C2C.

```
15
C7H8, DFT wB97M-V/def2-TZVPD
H -0.3258 0.1985 -3.0510
H 1.7794 -2.2852 2.2010
C -0.4701 0.7904 -1.0420
C -0.1345 0.6049 0.3669
H 2.4960 -1.6833 0.6230
H -1.3749 -0.6139 1.7356
H -0.4290 0.6685 2.5496
H -1.9398 0.7168 -2.5578
H 0.5829 2.7667 -0.4627
C 0.1555 1.7937 -0.4466
C 0.7875 -0.6845 1.2992
H -1.3214 -0.8662 -2.0379
C -1.0504 0.1701 -2.2384
C -0.4788 0.0045 1.6875
C 1.7234 -1.5809 1.3736
```

---

(x)
Computed, not measured: a cluster of 2 separate species, C7H8 in total, with wB97M-V/def2-TZVPD.

For the HOMO-LUMO gap, the calculation gives 0.31254 Ha.

```
15
C7H8, DFT wB97M-V/def2-TZVPD
H 2.3954 0.9455 0.3827
H 1.2090 0.9022 1.6900
H -1.8587 -0.6824 -0.0801
C 1.0979 -1.3891 -2.2537
H 2.0081 -0.5973 1.1458
H 1.3395 -2.0338 -3.0730
C -1.4250 -0.7891 0.8996
C -1.5015 1.8158 -0.3311
C -0.4832 1.1540 -0.3747
C 0.4077 0.0575 -0.1274
H -1.3290 0.0962 1.5052
C 0.7892 -0.7043 -1.3079
H -1.9047 -1.6208 1.4719
H -2.3204 2.4959 -0.3704
C 1.5758 0.3497 0.8231
```

---

Most stable structure - (w); separation to the second - 100.1 kJ/mol.

---

(w)
Computed, not measured: an isolated molecule of C7H8, with wB97M-V/def2-TZVPD.

For the HOMO-LUMO gap, the calculation gives 0.36560 Ha. Its SMILES is Cc1ccccc1.

```
15
C7H8, DFT wB97M-V/def2-TZVPD
H -2.3790 -0.9739 1.0878
C -0.7256 -0.1486 0.0937
H 2.9579 0.5511 -0.5827
C 0.1528 -1.1765 0.3374
C -0.3554 0.8373 -0.8414
H -2.8114 0.4902 0.3952
H -1.7768 0.5481 1.8541
C 1.4954 -1.0465 -0.0727
C 0.9863 1.0575 -1.0563
H -1.1344 1.4576 -1.2663
C 1.9526 0.1540 -0.5695
H 2.2448 -1.7895 0.1766
H 1.3543 1.9660 -1.5181
C -1.9741 0.0277 0.9215
H 0.0125 -1.9545 1.0408
```

---

(x)
Computed, not measured: an isolated molecule of C7H8, with wB97M-V/def2-TZVPD.

For the HOMO-LUMO gap, the calculation gives 0.32789 Ha. Its SMILES is CC1=C2C=CC[C@H]12.

```
15
C7H8, DFT wB97M-V/def2-TZVPD
C -1.0366 0.1181 0.3413
H -2.7721 -0.5590 -0.3024
H 0.0964 -1.2100 1.7613
C 1.6431 0.2430 -0.5189
H -2.8522 1.1155 0.1915
C 1.1783 1.3318 0.1618
H 1.5639 2.3372 0.3008
C 0.0322 -0.7529 0.8320
C 1.1495 -1.1883 -0.2001
H 1.9204 -1.6857 0.4896
H 1.1106 -1.6874 -1.1545
H -2.3310 0.6866 -1.3102
C -2.3018 0.3738 -0.2957
H 2.5343 0.1886 -1.1198
C 0.0650 0.6888 0.8233
```

---

Most stable structure - (w); separation to the second - 437.4 kJ/mol.

---

(w)
Computed, not measured: an isolated molecule of C7H8, with wB97M-V/def2-TZVPD.

For the HOMO-LUMO gap, the calculation gives 0.38634 Ha. Its SMILES is C#CC(C)(C)C#C.

```
15
C7H8, DFT wB97M-V/def2-TZVPD
C -1.0408 -0.6916 -1.0514
C -0.2012 -0.0374 0.0622
C 1.0316 -0.8217 0.3193
H 3.1975 -1.4904 0.4109
H -1.4264 -0.8160 1.6790
H 1.8876 2.7707 -1.1745
H -0.4361 -0.8294 -1.9511
C 2.1645 -1.2235 0.3896
C 0.4034 1.2279 -0.4229
C -1.0496 0.1526 1.3326
H -0.4638 0.6052 2.1367
H -1.4104 -1.6679 -0.7210
C 1.1505 2.0800 -0.8303
H -1.9083 0.7985 1.1194
H -1.8985 -0.0570 -1.2986
```

---

(x)
Computed, not measured: an isolated molecule of C7H8, with wB97M-V/def2-TZVPD.

For the HOMO-LUMO gap, the calculation gives 0.37440 Ha. Its SMILES is Cc1ccccc1.

```
15
C7H8, DFT wB97M-V/def2-TZVPD
C -1.1182 0.4694 -1.2099
H 2.5296 -1.5198 -0.5137
H 1.0877 0.0075 2.0671
H -1.9630 2.2286 -0.2218
C 0.5688 -0.6614 0.1028
C 1.6812 -1.7048 0.1759
H -1.0647 1.7330 1.8805
C -0.1077 -0.5498 -1.1091
H 1.3861 -2.7249 -0.0483
C -0.5626 1.2406 1.0563
C -1.1871 1.4450 -0.1934
H 2.1127 -1.7232 1.1739
H 0.1327 -1.2310 -1.9303
H -1.6761 0.5057 -2.1751
C 0.3446 0.1914 1.1580
```

---

(y)
Computed, not measured: an isolated molecule of C7H8, with wB97M-V/def2-TZVPD.

For the HOMO-LUMO gap (alpha / beta), the calculation gives 0.29040 / 0.29035 Ha.

```
15
C7H8, DFT wB97M-V/def2-TZVPD
C -0.1846 -1.4632 -0.4195
C -0.5208 -0.0471 -0.0466
H -0.5561 0.6883 1.3514
C 2.9501 0.7043 -0.0540
C 0.3620 1.0408 -0.6365
H -1.0525 -2.1132 -0.2808
C -2.4851 -0.0257 1.7106
C 1.7892 0.8691 -0.3284
H 0.2270 1.0164 -1.7272
H -3.5183 -0.0933 1.3604
H 0.0198 2.0266 -0.3025
C -1.5285 0.2444 0.8584
H 3.9824 0.5682 0.1853
H 0.1524 -1.5078 -1.4623
H 0.6379 -1.8460 0.1966
```

---

(z)
Computed, not measured: an isolated molecule of C7H8, with wB97M-V/def2-TZVPD.

For the HOMO-LUMO gap, the calculation gives 0.30784 Ha.

```
15
C7H8, DFT wB97M-V/def2-TZVPD
C -0.2723 -0.1220 -0.0965
H -3.2542 0.5648 2.0248
C 2.2743 0.0977 0.0358
C -0.1276 -1.5636 -0.5427
H 0.8169 -1.6928 -1.0725
C 1.0071 0.6592 0.3571
H 0.7138 0.6953 -1.8819
H -0.9609 -1.8377 -1.1970
C 0.2161 0.9638 -0.9565
H 3.0316 0.6245 0.6512
H 0.8122 1.3825 1.1520
C -2.3982 0.3753 1.4143
H -0.2936 1.9220 -0.9438
C -1.4301 0.1610 0.7313
H -0.1351 -2.2300 0.3244
```

---

Most stable structure - (x); separation to the second - 324.1 kJ/mol.